Computed, not measured: a cluster of 7 separate species, C56H118N6O8 in total, with ωB97M-V/def2-TZVPD.

Calculated values
largest force on an atom	0.0621	hartree/bohr
HOMO level	0.031	Ha
lowest unoccupied orbital energy	0.1367	hartree
charge	-2
calculated total energy	-85290.9867	eV
energy relative to the best compared isomer or geometry (same formula, charge and spin)	0.0	kJ/mol

Positions of all 188 atoms, in Å:
O (-1.9733, -12.0463, 3.2106)
C (-1.8679, -11.2474, 2.0413)
C (-0.6776, -11.5418, 0.9547)
O (-0.5301, -12.8494, 0.5668)
H (-1.7435, -10.1870, 2.2605)
H (-2.7785, -11.0991, 1.4607)
H (0.2657, -11.1988, 1.3798)
H (-0.8478, -10.9749, 0.0394)
C (2.6574, -17.5797, 3.2378)
C (3.2968, -16.2719, 3.8500)
C (4.7402, -16.2905, 3.4272)
C (5.5248, -14.9571, 3.7259)
C (4.7036, -13.8620, 3.0368)
C (3.2488, -13.7527, 3.4526)
N (2.6115, -15.0985, 3.3955)
O (1.2615, -15.0581, 3.6748)
C (3.2637, -13.1090, 4.8426)
C (2.5356, -12.8151, 2.5011)
C (3.1851, -16.2562, 5.4273)
H (2.7195, -17.7243, 2.1592)
H (1.6050, -17.7287, 3.4795)
H (3.1691, -18.4318, 3.6851)
H (5.2983, -17.0057, 4.0314)
H (4.9684, -16.6951, 2.4411)
H (6.4950, -14.8707, 3.2366)
H (5.6253, -14.6763, 4.7743)
H (4.6597, -14.0734, 1.9684)
H (5.2380, -12.9209, 3.1660)
H (2.2892, -13.3032, 5.2907)
H (4.1017, -13.3087, 5.5104)
H (3.3022, -12.0235, 4.7519)
H (1.6779, -12.4065, 3.0354)
H (3.2150, -12.0726, 2.0825)
H (2.0921, -13.2661, 1.6134)
H (2.1606, -16.2690, 5.7991)
H (3.7494, -15.4298, 5.8595)
H (3.5828, -17.1901, 5.8246)
H (1.2875, -14.9275, 4.6255)
C (-3.9583, -13.4162, -0.6108)
C (-5.0102, -14.5070, -1.0226)
C (-4.9549, -14.4854, -2.6186)
C (-5.6482, -15.6017, -3.2771)
C (-5.1928, -16.9421, -2.6502)
C (-5.1759, -17.0081, -1.0878)
N (-4.6426, -15.8398, -0.4536)
O (-4.5389, -15.9741, 0.9451)
C (-6.5688, -17.4084, -0.6105)
C (-4.2742, -18.2019, -0.7054)
C (-6.4129, -13.9679, -0.5163)
H (-4.1094, -13.1705, 0.4403)
H (-4.2063, -12.4815, -1.1138)
H (-2.9612, -13.7561, -0.8906)
H (-5.2248, -13.5009, -3.0006)
H (-3.9061, -14.4519, -2.9135)
H (-5.4811, -15.5539, -4.3532)
H (-6.7157, -15.5988, -3.0569)
H (-4.1618, -17.1681, -2.9224)
H (-5.7819, -17.7608, -3.0633)
H (-6.5599, -17.6489, 0.4526)
H (-7.1928, -16.5450, -0.8409)
H (-6.9983, -18.2065, -1.2159)
H (-4.6442, -19.0018, -1.3467)
H (-3.2086, -17.9911, -0.7963)
H (-4.3763, -18.5583, 0.3196)
H (-6.2882, -13.8105, 0.5550)
H (-7.3131, -14.5658, -0.6590)
H (-6.6294, -12.9249, -0.7471)
H (-5.4405, -15.8552, 1.2525)
C (-0.2675, -8.0801, -2.7182)
C (1.0941, -8.7867, -2.4906)
C (0.9192, -10.1587, -3.2128)
C (2.1872, -10.9531, -3.3030)
C (3.2148, -10.1662, -4.0904)
C (3.4526, -8.7469, -3.4895)
N (2.1409, -8.0966, -3.2765)
O (2.2952, -6.6803, -2.8712)
C (4.3533, -8.9147, -2.1560)
C (4.1785, -7.9680, -4.6016)
C (1.4646, -8.9205, -0.9210)
H (-0.7301, -8.1562, -3.7023)
H (-0.2568, -7.0010, -2.5644)
H (-0.9609, -8.3978, -1.9396)
H (0.2075, -10.7689, -2.6567)
H (0.5412, -10.1197, -4.2344)
H (1.9278, -11.9131, -3.7494)
H (2.5477, -11.1265, -2.2891)
H (3.0687, -10.1391, -5.1702)
H (4.1310, -10.7516, -4.0137)
H (4.5457, -7.9490, -1.6886)
H (3.8921, -9.3654, -1.2773)
H (5.4065, -9.1504, -2.3092)
H (4.5269, -6.9864, -4.2802)
H (5.0699, -8.5069, -4.9224)
H (3.4847, -7.8557, -5.4348)
H (0.5137, -8.7632, -0.4119)
H (2.2792, -8.3160, -0.5221)
H (1.6525, -9.9448, -0.5989)
H (2.5728, -6.7269, -1.9535)
C (-1.4076, -8.9682, 5.0934)
C (-2.1702, -7.9621, 6.0050)
C (-2.7463, -6.8910, 4.9851)
C (-3.8394, -6.0409, 5.6704)
C (-4.8923, -6.9203, 6.3168)
C (-4.3603, -7.9657, 7.2755)
N (-3.3011, -8.7375, 6.6604)
O (-2.8013, -9.7297, 7.5469)
C (-3.9207, -7.2824, 8.6876)
C (-5.6071, -8.8778, 7.5468)
C (-1.1749, -7.1795, 6.8884)
H (-0.7756, -8.5599, 4.3048)
H (-0.7454, -9.6395, 5.6404)
H (-2.1784, -9.6199, 4.6819)
H (-2.0317, -6.2456, 4.4744)
H (-3.1176, -7.4453, 4.1231)
H (-3.3627, -5.3528, 6.3686)
H (-4.4273, -5.3946, 5.0186)
H (-5.3688, -7.4885, 5.5178)
H (-5.6109, -6.3161, 6.8707)
H (-3.2975, -6.3889, 8.6517)
H (-3.4413, -7.9338, 9.4183)
H (-4.8091, -7.0544, 9.2765)
H (-5.3113, -9.6810, 8.2217)
H (-6.0565, -9.3282, 6.6617)
H (-6.4522, -8.4713, 8.1023)
H (-1.2591, -7.3975, 7.9531)
H (-0.1366, -7.3904, 6.6327)
H (-1.1696, -6.0930, 6.8011)
H (-2.4507, -9.3236, 8.3429)
C (2.9454, -16.5729, -0.2799)
C (2.2547, -15.8524, -1.4771)
C (2.8166, -16.5895, -2.6678)
C (2.0054, -16.3703, -3.9215)
C (0.5028, -16.4926, -3.7006)
C (-0.1303, -15.7378, -2.5324)
N (0.7532, -16.1507, -1.3998)
O (0.3683, -15.5243, -0.2402)
C (-0.1600, -14.1891, -2.9673)
C (-1.5500, -16.4160, -2.2985)
C (2.6884, -14.3166, -1.4796)
H (4.0295, -16.5316, -0.3853)
H (2.6498, -17.6213, -0.2400)
H (2.6460, -16.1370, 0.6732)
H (3.8722, -16.3763, -2.8362)
H (2.8117, -17.6760, -2.5802)
H (2.2491, -17.0450, -4.7422)
H (2.2841, -15.4339, -4.4049)
H (0.4114, -17.5750, -3.7910)
H (0.0910, -16.0764, -4.6200)
H (-0.1208, -13.5125, -2.1137)
H (0.5009, -13.9831, -3.8092)
H (-1.0878, -13.9211, -3.4728)
H (-2.0201, -15.8655, -1.4836)
H (-2.0345, -16.2576, -3.2620)
H (-1.4529, -17.4597, -1.9996)
H (3.4404, -14.2037, -0.6987)
H (1.8649, -13.7074, -1.1071)
H (3.0234, -13.8884, -2.4243)
H (0.3309, -14.5704, -0.3416)
C (-4.7966, -9.5513, 2.7569)
C (-5.9951, -8.8273, 2.2398)
C (-6.1321, -9.2724, 0.6936)
C (-7.5571, -8.9914, 0.0217)
C (-8.6347, -9.5549, 0.8582)
C (-8.6091, -9.0523, 2.3083)
N (-7.2457, -9.1927, 2.8614)
O (-7.2402, -9.2210, 4.2665)
C (-8.9015, -7.5638, 2.4404)
C (-9.6013, -10.0369, 2.9767)
C (-5.6063, -7.3684, 2.2673)
H (-4.4436, -9.3611, 3.7705)
H (-3.9416, -9.3976, 2.0986)
H (-4.9483, -10.6306, 2.7462)
H (-5.3949, -8.7817, 0.0582)
H (-6.0101, -10.3468, 0.5564)
H (-7.5634, -9.4501, -0.9670)
H (-7.5762, -7.9208, -0.1817)
H (-8.5092, -10.6369, 0.8178)
H (-9.5562, -9.1734, 0.4186)
H (-8.5244, -7.2479, 3.4130)
H (-8.2928, -7.0191, 1.7186)
H (-9.9765, -7.4010, 2.3625)
H (-9.8367, -9.8231, 4.0193)
H (-10.5670, -9.9793, 2.4743)
H (-9.2613, -11.0571, 2.7990)
H (-4.5768, -7.1690, 1.9699)
H (-5.7739, -7.0398, 3.2931)
H (-6.2670, -6.8207, 1.5953)
H (-6.9786, -10.1340, 4.4066)

Mulliken population analysis, charges in e, atoms 1 to 8: O -1.08; C 0.72; C 0.17; O -0.95; H -0.05; H -0.45; H -0.16; H -0.17